(1)
Computed, not measured: a cluster of 8 separate species, C46H61BO22 in total, with the ωB97M-V functional and the def2-TZVPD basis.

```
! RIJCOSX wB97M-V def2-TZVPD def2/J DEFGRID3
* xyz 0 1
C -1.69556 -6.92058 -0.52207
C -1.92320 -5.40817 -1.17380
O -1.76424 -5.30409 -2.50726
O -2.32245 -4.32135 -0.26625
C -1.24308 -4.02600 0.72604
C -0.64514 -2.54440 0.29781
C -0.55865 -1.37625 1.26286
C 0.01434 0.10258 0.73209
O 0.61186 0.87098 1.64639
C -0.19519 0.44877 -0.85670
C -0.30025 -0.83511 -1.92196
C -0.55329 -0.67970 -3.53549
C -0.69506 0.83604 -4.14408
C -0.55722 2.17367 -3.14949
B -0.66921 3.63388 -3.89730
O -1.09837 4.90816 -3.28834
O -0.34220 3.65488 -5.36583
C -0.31288 1.95830 -1.51320
C -0.20014 3.23039 -0.48490
C 1.33257 3.78255 -0.24258
C 2.51337 2.69229 -0.56853
C 2.96876 2.61166 -2.14293
O 4.46303 2.49089 -2.13416
C 4.83957 1.06963 -2.27951
O 5.74169 0.43254 -1.48519
C -0.12727 -2.35356 -1.25001
O 0.45436 -3.28589 -2.01039
H -2.55852 -7.59895 -0.98687
H -0.61939 -7.35247 -0.71295
H -1.83013 -6.80587 0.63471
H -1.69302 -3.96480 1.81281
H -0.34477 -4.77983 0.66923
H -0.88997 -1.47819 2.40507
H -0.64197 -1.62685 -4.24693
H -0.89871 0.94410 -5.31501
H -1.97408 4.76390 -2.80008
H -1.19965 3.73849 -5.89280
H -0.65735 2.87594 0.55935
H -0.84831 4.17101 -0.79675
H 1.41771 4.02950 0.92049
H 1.57155 4.79465 -0.80433
H 2.29038 1.59875 -0.21613
H 3.47221 3.04404 0.04864
H 2.58544 1.56608 -2.57275
H 2.64121 3.52131 -2.80225
H 4.38373 0.39735 -3.14767
O -0.71746 -5.07946 3.11212
C -0.66697 -6.20619 3.57699
C 0.56577 -7.05347 3.66988
C -0.00970 -8.42136 3.93656
C -1.28839 -8.10470 4.66704
O -1.73113 -6.85953 4.12916
H 1.17991 -6.70084 4.50312
H 1.13086 -7.03123 2.73521
H 0.65922 -9.07467 4.50301
H -0.23891 -8.91528 2.98444
H -1.13287 -7.98432 5.74430
H -2.05252 -8.86999 4.50254
O -4.00305 1.51747 0.50243
C -4.34654 0.60742 1.23865
C -5.32911 0.72405 2.36431
C -5.07204 -0.54227 3.14131
C -4.59974 -1.49427 2.07381
O -3.91446 -0.68244 1.12139
H -6.34208 0.75070 1.95321
H -5.13257 1.61252 2.96879
H -5.94691 -0.90642 3.68642
H -4.26813 -0.37069 3.86747
H -5.43062 -1.99861 1.56939
H -3.91692 -2.24953 2.47375
O -7.89150 2.14924 1.82646
C -8.10670 3.04081 2.63080
C -8.46123 4.45553 2.28577
C -8.22350 5.16912 3.59255
C -8.49671 4.09304 4.61056
O -8.09863 2.87359 3.98586
H -9.51158 4.49746 1.98441
H -7.81510 4.84211 1.49425
H -8.84759 6.05669 3.72629
H -7.17380 5.48096 3.65495
H -9.55902 4.02355 4.86711
H -7.91964 4.24303 5.52768
O -0.37814 -8.91794 -7.44043
C -0.15230 -8.08412 -6.57907
C -0.08253 -6.60342 -6.80001
C 0.59276 -6.12673 -5.53899
C 0.16337 -7.15523 -4.52572
O 0.03207 -8.37307 -5.25744
H -1.09771 -6.20762 -6.89255
H 0.50904 -6.36451 -7.68679
H 0.32249 -5.10564 -5.25704
H 1.68125 -6.16523 -5.66832
H -0.80393 -6.91389 -4.07268
H 0.90534 -7.28029 -3.73171
O 6.38203 8.23182 -3.55315
C 6.43252 7.10509 -3.08828
C 7.66526 6.25780 -2.99539
C 7.08979 4.88991 -2.72871
C 5.81110 5.20658 -1.99823
O 5.36836 6.45174 -2.53611
H 8.27940 6.61043 -2.16215
H 8.23035 6.28004 -3.93006
H 7.75871 4.23660 -2.16226
H 6.86058 4.39599 -3.68083
H 5.96662 5.32695 -0.92097
H 5.04697 4.44129 -2.16273
O 9.98203 4.19597 -3.27579
C 10.03252 3.06924 -2.81092
C 11.26526 2.22195 -2.71803
C 10.68979 0.85406 -2.45135
C 9.41110 1.17073 -1.72087
O 8.96836 2.41589 -2.25875
H 11.87940 2.57458 -1.88479
H 11.83035 2.24419 -3.65270
H 11.35871 0.20075 -1.88490
H 10.46058 0.36015 -3.40347
H 9.56662 1.29110 -0.64361
H 8.64697 0.40544 -1.88537
O -5.01797 5.41122 5.61234
C -4.96748 4.28449 6.07722
C -3.73474 3.43720 6.17010
C -4.31021 2.06931 6.43679
C -5.58890 2.38598 7.16727
O -6.03164 3.63115 6.62938
H -3.12060 3.78984 7.00335
H -3.16965 3.45945 5.23544
H -3.64129 1.41600 7.00324
H -4.53942 1.57540 5.48467
H -5.43338 2.50636 8.24453
H -6.35303 1.62069 7.00277
*
```

## Properties
HOMO   -8.99 eV
SMILES string   CC(=O)OCC1=CC(=O)c2c(ccc(B(O)O)c2CCCCOC=O)C1=O.O=C1CCCO1.O=C1CCCO1.O=C1CCCO1.O=C1CCCO1.O=C1CCCO1.O=C1CCCO1.O=C1CCCO1
HOMO-LUMO gap   7.24 eV
Lowest unoccupied orbital energy   -1.7554 eV
E   -94398.4368 eV

---

(2)
Computed, not measured: a structure of composition C50H40AuCl2O5P2Si, with the ωB97M-V functional and the def2-TZVPD basis.

```
! RIJCOSX wB97M-V def2-TZVPD def2/J DEFGRID3
* xyz 1 1
Au 0.76630 1.03587 -0.54716
Cl 6.60800 5.60927 -0.46286
C 5.48900 4.29927 -0.40586
C 5.96640 2.97887 -0.43866
C 5.08510 1.93467 -0.46056
Cl 5.65740 0.31917 -0.52226
C 3.65410 2.11607 -0.42266
O 2.92740 1.08357 -0.50236
C 3.20740 3.47697 -0.31326
C 1.84090 3.83507 -0.17096
O 0.82010 3.14157 -0.10416
C 4.14330 4.53997 -0.33476
H 7.02840 2.78837 -0.44916
H 1.67510 4.92197 -0.09706
H 3.78420 5.55747 -0.29506
O -1.48580 1.02977 -0.39456
P -2.34450 1.97957 0.36504
C -2.17290 1.84167 2.20764
P -0.92010 0.53457 2.56484
O 0.33740 0.73877 1.81734
C -1.72150 -1.06423 2.29314
C -2.77210 -1.47003 3.10764
C -3.25090 -2.76263 3.01744
C -2.66320 -3.65683 2.13504
C -1.64540 -3.23813 1.29484
C -1.18270 -1.93563 1.35864
C -0.50450 0.58967 4.32914
C -1.07620 1.38627 5.30844
C -0.51730 1.40647 6.57674
C 0.60030 0.63817 6.86434
C 1.16230 -0.17413 5.88964
C 0.60650 -0.19663 4.62674
C -2.05800 3.71307 -0.08066
C -1.59350 3.94457 -1.37106
C -1.37530 5.23907 -1.80306
C -1.61440 6.30287 -0.94496
C -2.09480 6.07337 0.33274
C -2.33010 4.77987 0.76454
C -4.07620 1.66037 -0.06826
C -4.34140 0.74767 -1.08076
C -5.64120 0.57307 -1.52286
C -6.66950 1.31227 -0.96176
C -6.40290 2.22387 0.04944
C -5.10640 2.40337 0.49714
H -3.13910 1.58817 2.64594
H -1.80360 2.77667 2.63734
H -3.20090 -0.78033 3.82204
H -4.06720 -3.07873 3.64974
H -2.99910 -4.68243 2.11164
H -1.20310 -3.93493 0.59854
H -0.41230 -1.57843 0.69324
H -1.94730 1.98997 5.09604
H -0.95450 2.02797 7.34474
H 1.04220 0.67567 7.84894
H 2.03010 -0.77923 6.11534
H 1.03080 -0.80453 3.83884
H -1.40000 3.09557 -2.01326
H -1.01870 5.42477 -2.80526
H -1.43300 7.31547 -1.27156
H -2.29250 6.90227 0.99744
H -2.72540 4.61207 1.75674
H -3.52300 0.19107 -1.51406
H -5.84750 -0.13033 -2.31546
H -7.68090 1.18307 -1.31696
H -7.20660 2.80397 0.47714
H -4.89170 3.12677 1.27174
O 0.65990 -0.80793 -1.50886
Si 1.25030 -2.14393 -2.05456
C 1.56270 -3.43733 -0.62796
C 1.93210 -2.96473 0.61584
C 2.09550 -3.86233 1.66184
C 1.88910 -5.21523 1.45364
C 1.51080 -5.67523 0.20524
C 1.35940 -4.78593 -0.84906
C -0.03130 -2.87383 -3.25086
C -1.31980 -3.13663 -2.79336
C -2.30590 -3.57793 -3.65876
C -2.01690 -3.75133 -5.00316
C -0.73810 -3.49793 -5.47026
C 0.24730 -3.06143 -4.59996
C 3.04690 -2.05073 -2.73106
C 3.59010 -0.79073 -2.91836
C 4.84890 -0.65823 -3.48276
C 5.56870 -1.78173 -3.85016
C 5.03020 -3.04073 -3.65506
C 3.77500 -3.17683 -3.08216
H 2.08820 -1.90723 0.76754
H 2.39460 -3.50083 2.63414
H 2.05840 -5.91703 2.25694
H 1.33800 -6.72773 0.03754
H 1.08810 -5.15413 -1.82806
H -1.55230 -2.98253 -1.74896
H -3.29780 -3.79393 -3.28376
H -2.78700 -4.08173 -5.68626
H -0.50110 -3.64463 -6.51416
H 1.23890 -2.85193 -4.97576
H 3.02670 0.08017 -2.62686
H 5.26670 0.32667 -3.62846
H 6.55490 -1.67443 -4.28026
H 5.59540 -3.91853 -3.92736
H 3.37740 -4.16383 -2.91146
*
```

## Properties
HOMO (alpha / beta)   -10.41 / -10.41 eV
HOMO-LUMO gap (alpha / beta)   4.31 / 4.31 eV
Lowest unoccupied orbital energy (alpha / beta)   -6.1092 / -6.1084 eV
E   -117924.6655 eV

---

(3)
Computed, not measured: a cluster of 10 separate species, C25H65NO12S7 in total, with the ωB97M-V functional and the def2-TZVPD basis.

```
! RIJCOSX wB97M-V def2-TZVPD def2/J DEFGRID3
* xyz 0 1
C 8.60448 -12.56740 -23.98835
S 7.79834 -13.23850 -22.50672
O 8.91356 -13.95148 -21.74037
C 7.50157 -11.64249 -21.64357
H 7.75175 -12.32182 -24.62952
H 9.18959 -13.26885 -24.58294
H 9.23536 -11.70157 -23.78779
H 8.48728 -11.33220 -21.28338
H 6.92671 -11.71997 -20.72321
H 7.11482 -10.89808 -22.33554
C 10.13463 -12.98225 -18.78104
S 8.91521 -11.85878 -18.04901
O 8.51843 -12.31466 -16.67301
C 10.08132 -10.47204 -17.79557
H 9.68139 -13.97277 -18.82974
H 11.01390 -13.04248 -18.14099
H 10.39498 -12.70477 -19.79967
H 9.55247 -9.66573 -17.28837
H 10.51842 -10.08191 -18.71470
H 10.88335 -10.79135 -17.12806
C 18.48607 -11.99380 -23.79001
S 17.82667 -11.56693 -22.15776
O 18.10104 -10.08938 -21.93667
C 16.06763 -11.60448 -22.62019
H 18.33094 -13.07319 -23.87857
H 19.54021 -11.76665 -23.90710
H 17.89495 -11.50566 -24.56263
H 15.52837 -11.53566 -21.68200
H 15.89420 -12.55515 -23.12969
H 15.82656 -10.77171 -23.27471
C 11.58496 -14.81412 -25.92511
S 10.35006 -15.62381 -26.97687
O 9.01021 -14.98921 -26.67967
C 10.94558 -14.94008 -28.55664
H 11.36782 -15.05846 -24.88600
H 11.52798 -13.72371 -25.97625
H 12.57365 -15.15438 -26.22808
H 10.61829 -15.52053 -29.41428
H 12.03662 -14.96052 -28.55515
H 10.57394 -13.91584 -28.57869
C 15.82127 -19.24502 -19.82106
S 16.02794 -17.43947 -19.95996
O 15.58876 -17.09843 -21.35541
C 14.66242 -17.00640 -18.84163
H 15.75833 -19.54570 -18.78096
H 16.55052 -19.70479 -20.48186
H 14.85859 -19.43291 -20.30612
H 14.68656 -15.94859 -18.58644
H 14.86041 -17.49665 -17.88551
H 13.73970 -17.33783 -19.31301
C 15.80913 -10.33244 -19.38403
S 15.82995 -10.12208 -17.57476
O 16.39509 -8.75813 -17.32330
C 14.03249 -10.02753 -17.45083
H 15.48231 -9.41793 -19.89135
H 15.10159 -11.09628 -19.70290
H 16.80793 -10.45557 -19.80422
H 13.52969 -10.88545 -17.89403
H 13.63934 -9.13255 -17.94313
H 13.80066 -9.84820 -16.39958
C 15.02605 -11.09597 -26.12338
S 14.48085 -12.72529 -26.60101
O 13.99056 -13.33699 -25.32112
C 13.00799 -12.20005 -27.51193
H 15.22540 -10.48868 -27.00764
H 15.93224 -11.15442 -25.52968
H 14.22980 -10.65416 -25.52343
H 12.43747 -13.06531 -27.84934
H 13.28925 -11.64370 -28.40704
H 12.35296 -11.60930 -26.87035
C 13.52489 -13.28943 -20.33835
O 13.23868 -12.39600 -19.55960
N 13.07965 -13.40635 -21.59923
C 13.65299 -14.41572 -22.46912
C 12.19432 -12.46197 -22.21643
H 14.28905 -14.05389 -20.13015
H 14.03288 -15.26955 -21.90870
H 14.41432 -13.98720 -23.12542
H 12.90820 -14.84707 -23.14289
H 12.67298 -11.89160 -23.01785
H 11.32245 -12.97923 -22.63116
H 11.76688 -11.75110 -21.50990
O 14.99694 -19.49178 -26.42851
C 13.94077 -18.92652 -26.35278
O 13.65327 -17.96403 -25.47214
C 14.71376 -17.53837 -24.59839
C 15.82878 -16.80619 -25.29806
C 12.74139 -19.29309 -27.14777
H 15.08036 -18.41915 -24.06981
H 14.22979 -16.92090 -23.84515
H 16.47742 -17.47251 -25.86125
H 16.43678 -16.25114 -24.58267
H 15.39236 -16.05482 -25.96265
H 11.97288 -18.52350 -27.09149
H 12.31544 -20.25215 -26.86839
H 13.01470 -19.29583 -28.20528
O 9.99532 -18.83489 -23.58439
C 10.28371 -17.87759 -22.91946
O 11.27881 -17.81487 -22.02260
C 12.28678 -18.83550 -21.92917
C 11.95803 -19.77762 -20.78547
C 9.63077 -16.53563 -23.01768
H 13.23674 -18.32953 -21.74874
H 12.36547 -19.31639 -22.90653
H 11.01384 -20.30422 -20.91766
H 11.81862 -19.18812 -19.87820
H 12.78420 -20.49026 -20.75282
H 9.43966 -16.13271 -24.01010
H 10.25839 -15.75395 -22.59202
H 8.73095 -16.54618 -22.40229
*
```

## Properties
HOMO   -8.56 eV
HOMO-LUMO gap   8.43 eV
Lowest unoccupied orbital energy   -0.1280 eV
E   -128880.2858 eV